# 1
Density functional theory data (ωB97M-V/def2-TZVPD) for a molecular structure, C22H29AsN4Pd.

The geometry in XYZ format:
```
57
C22H29AsN4Pd | the Open Molecules 2025 dataset | ωB97M-V/def2-TZVPD
Pd -0.356 0.256 0.457
As -2.412 0.905 1.513
N -1.197 0.565 -1.369
N 1.680 0.678 -0.265
N 0.589 -1.907 -0.743
N 0.691 0.043 2.178
C 0.390 -0.749 3.214
C 1.230 -0.885 4.301
C -2.214 0.884 -3.912
C 0.579 -3.844 -2.148
C 2.507 -2.444 -2.063
C 2.165 1.460 0.903
C 2.541 -0.511 -0.456
C -0.724 1.548 -2.153
C 0.421 2.370 -1.635
C -0.018 -2.985 -1.240
C -1.232 1.733 -3.431
C -4.081 0.317 0.742
C -2.662 0.523 3.389
C -2.135 -0.271 -1.838
C 2.425 -0.184 4.313
C 1.866 -3.562 -2.574
C 2.756 0.605 3.219
C 1.872 0.694 2.162
C 1.836 -1.653 -1.144
C -2.556 2.828 1.435
C -2.666 -0.149 -3.103
C 1.685 1.517 -1.487
H -4.158 -0.768 0.779
H 1.636 2.415 0.918
H -3.580 1.017 3.706
H 0.627 3.174 -2.341
H -1.027 -3.175 -0.892
H 0.043 -4.710 -2.510
H -1.829 0.909 3.973
H -2.616 1.021 -4.907
H -2.764 -0.548 3.550
H -4.165 0.658 -0.288
H 3.234 1.672 0.816
H 0.948 -1.535 5.117
H -3.420 -0.845 -3.440
H -1.722 3.282 1.966
H 2.863 -0.860 0.527
H -0.543 -1.287 3.152
H 1.773 0.852 -2.346
H 3.104 -0.268 5.151
H 3.516 -2.195 -2.365
H -2.455 -1.054 -1.165
H 2.573 2.156 -1.477
H 3.444 -0.228 -1.005
H -0.849 2.538 -4.043
H 3.698 1.134 3.180
H -3.493 3.138 1.897
H -4.889 0.753 1.328
H 2.366 -4.203 -3.288
H 0.157 2.843 -0.685
H -2.543 3.151 0.395
```

Summary:
E_tot (eV): -93551.571
HOMO energy (eV): -14.937
Kohn-Sham gap (eV): 9.057
ΔE to the lowest compared entry with this formula, charge and spin (kcal per mole): 0.0
LUMO (Ha): -0.216
Net charge: +2
2S+1: 1
F_max (Eh/bohr): 0.0030


# 2
Density functional theory data (ωB97M-V/def2-TZVPD) for 3 unconnected molecules or ions with the total composition C33H73O3P2 in a non-equilibrium geometry.

The geometry in XYZ format:
```
111
C33H73O3P2 | the Open Molecules 2025 dataset | ωB97M-V/def2-TZVPD
P -10.455 1.297 -5.123
P 3.369 6.295 -1.633
O -0.279 1.971 -5.383
O -1.873 1.111 -4.119
O -0.730 2.701 -3.337
C 6.554 2.665 -2.219
C -10.353 2.390 -3.554
C -13.246 0.772 -4.760
C -7.683 4.570 -7.533
C -0.955 1.919 -4.334
C 1.735 7.483 -5.388
C -12.167 1.319 -5.749
C 4.491 3.729 -0.964
C -8.896 3.837 -8.062
C 0.720 5.448 1.717
C -0.657 4.747 1.820
C -9.529 -1.136 -5.940
C 2.611 6.756 -4.370
C -6.726 2.771 -2.144
C -14.213 -1.437 -4.025
C 6.301 6.538 -1.507
C -7.990 2.190 -2.678
C -9.771 3.165 -7.032
C 2.508 6.338 0.079
C 4.919 7.319 -1.517
C -9.617 -3.592 -6.983
C -9.076 3.115 -3.169
C 2.162 6.965 -2.926
C -9.430 -2.622 -5.710
C -13.357 -0.746 -5.054
C 8.768 6.542 -1.926
C 0.335 6.829 -5.555
C -9.267 1.886 -6.388
C 1.291 5.421 0.312
C 3.903 4.608 -2.140
C 7.511 7.362 -1.701
C 5.190 2.481 -1.425
C -9.849 -0.282 -4.702
H -10.689 1.865 -2.660
H 3.277 6.037 0.791
H -8.965 -3.326 -7.815
H 6.473 6.149 -0.503
H 3.013 4.135 -2.555
H -12.952 0.899 -3.719
H -10.691 -3.686 -7.144
H -1.111 4.707 2.810
H -1.420 2.141 -2.974
H -6.040 3.015 -2.955
H -8.627 3.084 -8.803
H 0.578 6.457 2.104
H -9.371 4.650 -8.611
H 4.754 7.912 -2.416
H -8.443 -2.859 -5.311
H -8.865 -0.217 -4.238
H -14.154 -2.524 -4.092
H -8.031 5.274 -6.777
H 4.584 4.642 -2.991
H -10.699 2.994 -7.577
H -11.164 3.090 -3.750
H 6.251 3.092 -3.175
H -13.809 -0.790 -6.045
H 1.402 5.077 2.482
H 7.095 1.745 -2.440
H 1.958 7.985 -2.599
H 0.537 5.744 -0.405
H -15.246 -1.093 -4.084
H -9.232 1.140 -7.181
H -1.343 5.423 1.307
H 2.675 5.711 -4.674
H 7.329 7.996 -2.569
H 9.148 6.590 -2.947
H 9.596 6.722 -1.240
H -0.168 7.354 -6.367
H -10.151 -3.040 -5.008
H 3.628 7.147 -4.414
H 5.417 1.982 -0.483
H -9.918 3.939 -6.279
H -6.958 3.678 -1.585
H -7.151 5.179 -8.264
H -8.678 -0.690 -6.454
H 6.243 5.705 -2.207
H 2.281 7.389 0.255
H -12.292 0.710 -6.645
H 1.213 6.486 -2.687
H -9.317 3.824 -2.378
H -10.538 -0.671 -3.952
H -10.318 -1.100 -6.691
H -6.993 3.829 -7.131
H 2.284 7.526 -6.328
H -13.836 -1.130 -3.050
H 1.375 4.372 0.026
H -6.145 2.137 -1.475
H -9.315 -4.587 -6.653
H -12.386 -1.237 -5.112
H -12.392 2.337 -6.065
H 7.637 7.994 -0.822
H 4.836 7.959 -0.639
H 3.720 3.462 -0.242
H -8.697 3.670 -4.028
H -14.149 1.367 -4.896
H 4.449 1.893 -1.967
H 7.230 3.367 -1.732
H -8.337 2.042 -5.842
H 5.316 4.238 -0.466
H -8.412 1.582 -1.877
H -0.294 6.963 -4.675
H 8.695 5.487 -1.662
H 0.404 5.777 -5.833
H -7.646 1.520 -3.466
H 1.553 8.515 -5.088
H -0.562 3.777 1.333
```

Summary:
E_tot (eV): -60117.211
HOMO energy (eV): -7.383
Kohn-Sham gap (eV): 5.780
ΔE to the lowest compared entry with this formula, charge and spin (kcal per mole): 97.8
LUMO (Ha): -0.059
Net charge: +1
2S+1: 1
F_max (Eh/bohr): 0.1466


# 3
Density functional theory data (ωB97M-V/def2-TZVPD) for a molecular structure, C29H22BiN2PS2.

The geometry in XYZ format:
```
57
C29H22BiN2PS2 | the Open Molecules 2025 dataset | ωB97M-V/def2-TZVPD
Bi -2.521 -3.409 -1.277
S -4.057 -1.781 -2.400
S -3.086 -2.151 0.810
P 0.157 -0.144 0.319
N -3.441 3.831 1.983
N -4.436 4.291 -1.957
C -3.659 1.794 0.407
C 0.449 -2.661 -0.872
C 2.001 -4.377 -0.137
C -4.260 3.256 -1.492
C 3.067 -0.240 -1.353
C -3.842 -0.438 -1.270
C 0.811 0.227 3.009
C -0.143 -0.895 3.324
C -3.535 2.927 1.281
C -4.106 0.840 -1.756
C 0.716 0.758 -1.178
C 1.967 1.688 1.474
C 2.321 1.935 3.831
C 1.094 0.622 1.691
C 0.919 -1.807 0.141
C 1.955 0.653 -1.833
C -0.255 1.618 -1.692
C 1.441 0.890 4.058
C 1.012 -3.934 -0.997
C 2.580 2.341 2.531
C -0.031 2.382 -2.826
C 1.919 -2.267 0.995
C -3.388 0.526 0.893
C 2.454 -3.539 0.872
C 1.188 2.274 -3.475
C -4.017 1.955 -0.937
C 2.161 1.419 -2.977
C -3.467 -0.595 0.072
C -0.642 -2.275 -1.814
H -0.902 -1.020 2.549
H -3.085 0.415 1.925
H 3.250 3.168 2.338
H 3.115 1.346 -3.487
H -0.645 -0.715 4.274
H 0.670 -4.582 -1.798
H 3.196 -0.179 -0.272
H 1.387 2.857 -4.365
H 2.305 -1.605 1.761
H 3.231 -3.867 1.549
H -0.798 3.052 -3.193
H 2.870 -1.286 -1.595
H 4.007 0.045 -1.826
H 2.162 2.022 0.463
H 0.381 -1.851 3.402
H -0.882 -1.216 -1.846
H -4.376 0.970 -2.795
H 1.221 0.585 5.075
H 2.422 -5.367 -0.259
H 2.789 2.440 4.666
H -0.434 -2.611 -2.832
H -1.210 1.686 -1.181
```

Summary:
E_tot (eV): -70210.128
HOMO energy (eV): -8.164
Kohn-Sham gap (eV): 7.396
ΔE to the lowest compared entry with this formula, charge and spin (kcal per mole): 0.0
LUMO (Ha): -0.028
2S+1: 1
F_max (Eh/bohr): 0.0015